{"formula": "C9H10Cl2N2PdS2", "method": "ωB97M-V/def2-TZVPD", "elements": ["Pd", "Cl", "C", "Cl", "H", "H", "S", "C", "N", "C", "C", "C", "C", "H", "H", "H", "H", "H", "S", "C", "C", "N", "C", "H", "H", "H"], "xyz": [[0.2079, 1.1039, -1.3791], [-0.2053, 3.1256, -3.0191], [1.5233, 3.0469, -3.4365], [2.2331, 1.7357, -2.4803], [2.0076, 3.9911, -3.1747], [1.6371, 2.8117, -4.4975], [-1.7747, -0.1066, -1.2692], [-1.2474, -1.5165, -0.4320], [-2.1515, -2.2390, 0.2633], [-1.8212, -3.3302, 0.9732], [-0.5246, -3.7833, 0.9878], [0.4413, -3.0985, 0.2397], [0.0850, -1.9605, -0.4525], [-3.1219, -1.9314, 0.2603], [-2.6095, -3.8240, 1.5201], [-0.2510, -4.6413, 1.5812], [1.4586, -3.4632, 0.2122], [0.8165, -1.3943, -1.0375], [1.1865, 1.7571, 3.2686], [-0.0670, 2.6968, 2.5757], [-0.2636, 2.3484, 1.2786], [0.5555, 1.3465, 0.8424], [1.3714, 0.9438, 1.7816], [-0.5852, 3.4434, 3.1429], [-1.0001, 2.7735, 0.6066], [2.0985, 0.1642, 1.6452]], "forces_ev_per_a": [[-0.828, -0.735, 1.216], [-0.091, -0.010, -0.286], [-0.133, 0.543, -0.440], [0.927, 0.033, 0.235], [-0.160, -0.264, 0.011], [-0.060, -0.001, 0.284], [0.518, 1.100, 0.085], [0.836, -0.318, 0.002], [0.037, 0.231, -0.059], [0.248, -0.473, 0.144], [0.159, 0.231, -0.109], [-0.297, -0.073, 0.300], [-0.268, 0.264, -0.195], [0.118, 0.013, 0.045], [-0.136, 0.040, -0.040], [-0.118, -0.113, -0.029], [0.044, 0.010, 0.001], [-0.318, -0.364, 0.166], [-0.207, -0.096, -0.703], [0.150, -0.157, -0.141], [-0.474, 0.482, 0.412], [-0.301, -0.260, -1.445], [0.214, -0.156, 0.272], [-0.114, 0.177, 0.117], [0.109, -0.006, 0.193], [0.142, -0.100, -0.035]], "lowdin_charge": [0.385, 0.617, -0.860, 0.630, 0.064, 0.064, 0.751, -0.653, 0.090, -0.001, 0.009, 0.011, -0.078, 0.176, 0.154, 0.134, 0.136, 0.097, 1.131, -0.336, -0.242, -0.128, -0.438, 0.088, 0.109, 0.088], "e_tot_ev": -62654.0771, "e_homo_ev": [-15.8, -15.8], "charge": 2}